1.
100
Properties=species:S:1:pos:R:3:forces:R:3:mulliken_charge:R:1 method="wB97M-V/def2-TZVPD" homo_ev=-1.52 charge=-1 homo_lumo_gap_ev=3.9822 lumo_ev=2.46
Sn -0.1962 2.3301 0.9287 1.12 -0.47 0.59 1.252
Cl 1.2541 3.2255 -0.6708 1.25 1.31 -2.05 -0.561
Cl -2.4158 3.2088 0.7420 -1.79 0.90 -0.27 -0.590
Cl -1.0917 0.3778 -0.1082 -0.48 -1.11 -2.40 -0.652
P 0.0002 0.2996 2.6531 0.01 -1.52 0.03 0.107
Si -0.6637 0.9518 -3.8916 -1.69 2.33 3.39 0.889
O 2.5953 0.1611 -0.8677 0.91 -1.45 -0.36 -0.450
O 0.2625 4.1360 2.1409 -1.12 4.17 0.19 -0.584
O -0.5082 -0.5188 -3.2048 0.02 -2.66 0.12 -0.193
N 3.1018 -1.4998 -2.3676 0.33 -0.32 0.14 0.261
N -0.0075 6.3317 2.4603 0.15 1.19 0.37 0.288
C 2.7804 0.4814 2.5600 -0.19 -0.14 0.10 -0.418
C 1.0213 1.6312 -3.9630 0.56 0.36 -1.58 -1.244
C 2.9259 -0.9994 -1.1118 -0.73 1.01 0.15 0.077
C -0.8269 -4.2640 0.1916 -0.38 0.04 0.12 -0.785
C -0.2596 1.3638 4.0941 0.12 -0.36 0.24 0.398
C -1.9487 -2.8552 4.3350 0.02 -0.04 0.05 -0.743
C -1.6079 3.1093 5.0915 -0.18 -0.10 0.19 -0.513
C 0.5190 2.4948 6.0639 -0.22 0.19 0.00 -0.637
C -1.2713 -2.6981 -4.2938 0.92 -0.39 0.40 0.343
C -1.1640 -1.0666 2.9030 -0.11 -0.82 0.89 0.323
C -1.9679 0.7126 -5.1341 0.23 -0.20 -1.79 -1.199
C -0.1385 -2.3914 -1.1099 -0.02 0.26 -0.84 1.356
C -1.3486 -2.3903 -1.8059 0.42 -0.04 0.26 -0.861
C -1.4349 2.1445 4.1080 0.29 -0.13 -0.13 -0.442
C -1.4241 -1.6541 -3.1583 -0.09 0.68 0.78 0.124
C -0.3508 5.2220 1.8672 1.80 -3.05 0.68 0.129
C -2.1373 -4.1150 -0.3022 0.41 -0.10 0.26 -0.905
C 4.0738 -0.0261 2.5961 -0.15 0.00 -0.12 -0.569
C 3.1447 -0.6101 -3.5080 -0.51 -0.25 0.17 -0.876
C -0.7960 7.5294 2.2448 -0.03 -0.23 -0.02 -0.991
C 1.9017 -1.7933 2.6355 0.37 -0.01 0.09 -0.644
C -0.6932 -4.9614 -5.1657 0.34 -0.62 -0.54 -1.968
C -2.3926 -3.1872 -1.3044 0.42 0.50 -0.69 -0.459
C 4.2881 -1.4015 2.6767 0.28 -0.09 0.03 -0.660
C -1.7727 -2.3590 -5.6561 -0.18 0.01 -0.44 -1.775
C -0.6792 -3.8983 -4.1232 -0.72 1.00 0.56 0.564
C -3.1657 -2.3170 2.3202 -0.04 -0.26 0.43 -0.573
C 1.1110 6.3438 3.3828 0.07 0.15 0.29 -0.813
C -3.0269 -3.0812 3.4783 -0.04 -0.06 -0.19 -0.508
C 0.1634 -3.3499 -0.1684 -0.23 -0.51 0.32 -0.275
C -0.6385 3.2807 6.0836 0.09 -0.12 -0.14 -0.582
C -1.0224 -1.8545 4.0526 -0.61 -0.30 -0.18 -0.002
C 2.9560 -2.9137 -2.6846 0.19 0.35 0.12 -0.858
C 3.2073 -2.2864 2.6844 -0.31 0.18 -0.22 -0.504
C -2.2423 -1.3215 2.0362 0.01 0.33 0.00 -0.227
C 0.7186 1.5390 5.0707 -0.41 0.32 0.05 -0.503
C 1.6833 -0.4025 2.6360 -0.76 0.12 0.61 0.731
C -1.4415 2.5114 -3.0042 0.25 -0.70 -0.22 -1.038
H -2.4163 -1.1963 -3.2186 -0.23 -0.39 -0.16 0.438
H -2.0809 2.3678 -2.1207 0.14 0.10 -0.36 0.097
H -4.0002 -2.4950 1.6344 0.30 0.08 0.26 0.421
H 1.5181 1.2282 -4.8506 0.64 0.17 0.19 0.404
H -2.3715 -0.7280 1.1281 0.05 -0.32 0.64 0.188
H 3.3707 -3.3653 2.7289 0.01 0.28 -0.03 0.376
H -2.7674 -1.9270 -5.6301 -0.06 0.34 -0.01 0.360
H -1.4012 0.1705 -5.9060 -1.00 0.02 -0.35 0.131
H 1.2724 2.6269 6.8274 0.05 0.05 0.12 0.399
H 3.6942 0.2960 -3.2502 -0.14 -0.03 -0.08 0.337
H -1.7028 -5.2079 -5.5338 0.27 0.20 0.18 0.376
H -0.1929 -1.6688 4.7304 -0.10 -0.05 -0.05 0.401
H -0.5874 -5.0576 0.8965 -0.19 0.16 0.01 0.380
H 2.9932 -3.5062 -1.7587 -0.07 0.12 -0.36 0.288
H 0.5649 -1.6195 -1.3703 0.20 0.00 -0.14 0.243
H -1.1596 5.2651 1.1476 -0.20 -0.08 -0.16 0.233
H 5.3074 -1.7890 2.7293 -0.26 0.09 -0.02 0.286
H -1.8444 -3.2231 -6.3130 0.06 -0.13 0.15 0.524
H 2.6018 1.5574 2.4676 0.06 -0.36 0.13 0.325
H -1.2395 7.4429 1.2545 -0.07 0.28 0.01 0.362
H 3.6276 -1.1488 -4.3214 0.21 0.09 -0.09 0.381
H -2.5188 3.7191 5.0872 0.37 -0.21 0.04 0.391
H -0.0880 -4.6876 -6.0389 -0.11 -0.02 0.02 0.351
H 1.1664 -3.3995 0.2759 -0.49 0.07 -0.13 0.238
H -0.6153 3.2026 -2.7665 -0.56 -0.24 0.21 0.239
H -2.1990 2.0160 3.3286 0.41 0.05 0.29 0.356
H -0.2670 -5.8905 -4.7873 0.00 0.00 0.09 0.394
H 0.8841 2.7067 -4.1134 0.21 -0.12 -0.05 0.507
H -1.0852 -1.6700 -6.1568 -0.22 -0.02 0.08 0.159
H 4.9113 0.6695 2.5595 -0.10 -0.22 -0.02 0.390
H -3.3837 -3.0588 -1.7434 0.13 -0.27 0.13 0.431
H -2.3660 1.6354 -5.5458 0.19 0.11 -0.13 0.512
H -2.9581 -4.7092 0.1137 0.39 0.10 -0.23 0.393
H -3.7604 -3.8615 3.6934 0.23 0.18 0.05 0.355
H -1.5974 7.6166 2.9829 0.04 0.10 0.03 0.308
H -2.8345 0.1484 -4.7596 0.57 0.00 -0.10 0.253
H 3.7827 -3.1904 -3.3539 -0.15 -0.22 0.20 0.359
H 1.5809 1.4901 -3.0272 -0.35 -0.09 -0.28 0.233
H 1.0560 -2.4877 2.6250 0.31 0.32 0.08 0.379
H 3.1037 -1.7574 -0.3182 -0.19 0.18 -0.12 0.285
H -1.8232 -3.4520 5.2339 -0.09 0.00 -0.06 0.381
H -0.1508 8.4014 2.3026 -0.05 0.12 -0.13 0.342
H 2.0055 -3.0950 -3.2213 0.27 0.01 0.34 0.223
H 2.1291 -0.3605 -3.8204 0.30 -0.07 0.01 -0.020
H 2.0405 6.0264 2.8968 -0.30 -0.09 0.00 0.267
H 1.2252 7.3770 3.7073 0.11 -0.05 0.18 0.336
H 0.9255 5.6969 4.2499 0.04 0.09 -0.22 0.219
H -2.0147 2.9238 -3.8558 -0.02 0.23 0.57 0.406
H -0.7949 4.0216 6.8700 0.12 -0.18 -0.20 0.368
H 1.6204 0.9289 5.0413 -0.15 0.18 0.06 0.385
H -0.2344 -4.1526 -3.1636 -0.18 0.04 -0.05 0.376

2.
97
Properties=species:S:1:pos:R:3:forces:R:3:mulliken_charge:R:1 method="wB97M-V/def2-TZVPD" homo_ev="-10.95 / -10.95" charge=+2 homo_lumo_gap_ev="3.0992 / 3.1000" lumo_ev="-7.85 / -7.85"
Pb -0.0520 -0.1724 2.4299 -1.45 -2.38 5.18 0.277
Cl 2.1795 1.1733 3.0657 -0.48 -0.12 -0.27 -0.427
S -0.5648 -1.5728 5.3667 -0.22 -0.17 -2.29 -0.137
P -3.3586 -2.7437 -0.4810 0.84 0.84 0.15 1.397
P 1.8384 -2.2686 2.0782 0.12 -0.04 0.26 0.919
P -1.5968 2.2069 2.3987 -0.06 0.10 0.63 0.762
P 1.5997 0.9980 -4.3211 0.34 -0.56 -1.71 -0.068
O -2.0699 -0.2497 -1.7140 0.52 -0.40 0.32 -0.769
C 0.5069 0.5129 0.5481 0.58 1.24 -7.82 -0.963
C -0.1160 -0.0323 -0.4188 0.31 -0.28 4.15 -0.736
C -1.1376 -0.9758 -0.8731 -0.48 -0.10 -1.85 1.822
C -3.9872 -3.7603 0.8578 -0.03 -0.20 0.01 -1.339
C -1.6725 3.3239 0.9605 0.23 -0.15 -0.22 -1.254
C 1.0186 0.4843 6.0736 0.00 -0.21 0.32 0.056
C 1.0397 -3.8586 1.6948 -0.15 0.02 0.00 -1.109
C 1.3162 -2.9619 -3.5796 -0.17 -0.06 -0.09 -0.582
C 5.8174 2.2276 -3.3821 -0.31 0.06 0.11 -0.397
C 3.5030 2.1881 -2.6537 0.11 -0.48 -0.71 -0.442
C 3.1983 -2.1373 0.8720 -0.08 0.24 -0.08 -1.181
C -0.2418 -0.1514 6.1951 0.31 1.81 0.93 0.447
C -1.4941 3.5078 -3.4468 0.07 0.00 0.00 -0.742
C 0.9027 -0.6210 -4.0755 -0.44 -0.52 0.58 0.580
C -2.0285 -1.6720 0.2030 0.17 0.30 0.36 0.558
C 5.5715 1.1819 -4.2833 0.14 -0.03 0.28 -0.617
C -0.4440 4.2316 -5.5220 -0.10 0.10 0.31 -0.655
C 0.2894 -3.3145 -4.4611 0.03 -0.26 0.15 -0.609
C -1.2087 0.4299 7.0625 0.44 -0.26 -0.20 -0.547
C -0.5052 2.5363 -3.2651 0.15 0.43 -0.90 0.637
C -1.4730 4.3309 -4.5813 -0.04 -0.14 0.16 -0.549
C -0.2208 -0.9912 -4.8610 0.40 -0.19 0.32 -0.376
C 1.6252 -1.6197 -3.3770 -0.44 0.34 -0.26 -0.672
C -3.3315 1.7550 2.7213 0.07 -0.12 -0.01 -1.127
C 3.2174 1.2516 -3.6735 1.32 -0.04 1.09 0.515
C -0.4985 -2.3366 -5.0784 0.04 0.22 0.31 -0.765
C 4.2940 0.6531 -4.3898 -0.52 0.57 0.23 -0.217
C 4.8003 2.6807 -2.5291 0.45 0.09 0.08 -0.620
C -1.0725 3.2514 3.7998 0.07 -0.07 -0.13 -1.085
C -1.9018 -1.4830 1.5073 0.51 0.37 0.21 -1.000
C 0.4626 1.9867 7.8768 -0.05 -0.08 -0.08 -0.379
C 2.6799 -2.5334 3.6737 -0.15 0.11 -0.05 -1.193
C -2.6510 -3.7581 -1.7775 -0.12 -0.25 -0.06 -1.134
C -0.8364 1.4608 7.9140 -0.04 0.05 0.06 -0.540
C 0.4854 2.3707 -4.2618 -0.71 0.86 0.76 -0.033
C 1.3690 1.5286 6.9142 -0.05 0.01 -0.10 -0.776
C 0.5456 3.2758 -5.3511 -0.01 -0.60 0.37 -0.536
C -4.6588 -1.7079 -1.1449 -0.28 -0.03 -0.10 -1.262
H 1.7053 0.1472 5.2968 -0.14 -0.03 0.51 0.276
H -2.2791 3.6294 -2.6959 0.21 0.03 -0.27 0.385
H -0.8142 -0.2151 -5.3437 0.20 -0.17 -0.05 0.475
H -0.6688 3.4036 0.5190 -0.30 0.17 0.09 0.352
H -4.8556 -4.3186 0.4814 0.19 0.13 0.14 0.425
H 1.9409 -2.7573 4.4566 0.26 0.05 -0.25 0.341
H -1.5630 0.3154 -2.3219 -0.17 -0.26 -0.17 0.147
H -1.5623 1.8544 8.6245 0.19 -0.08 -0.15 0.392
H -3.7236 1.2170 1.8455 0.03 0.21 0.26 0.204
H -3.4175 -4.4732 -2.1018 0.22 0.08 -0.05 0.503
H -4.2631 -1.1086 -1.9697 -0.05 -0.23 0.11 0.359
H -3.9206 2.6638 2.9082 0.05 -0.30 -0.04 0.442
H 6.3815 0.8009 -4.9147 -0.34 0.10 0.32 0.376
H 4.0810 -0.1869 -5.0534 0.06 0.42 -0.08 0.424
H 2.3593 1.9736 6.8148 -0.28 -0.07 0.11 0.415
H 4.0275 -2.7854 1.1932 -0.22 0.21 -0.21 0.502
H -5.0264 -1.0200 -0.3766 0.05 -0.21 -0.03 0.398
H 1.2847 1.2807 0.5330 -0.08 -0.32 0.62 0.784
H -5.4795 -2.3487 -1.4875 0.07 0.16 0.02 0.477
H -3.2210 -4.4705 1.1924 -0.14 0.16 -0.14 0.421
H -0.4585 1.9361 -2.3514 -0.06 0.13 -0.24 0.206
H 6.8067 2.6874 -3.3439 -0.30 -0.19 0.07 0.388
H 3.5290 -1.0894 0.8412 0.07 -0.33 -0.02 0.357
H 5.0317 3.4361 -1.7667 -0.12 -0.33 -0.39 0.384
H 1.8997 -3.7337 -3.0666 -0.22 0.23 -0.27 0.453
H 3.3922 -3.3618 3.5542 -0.15 0.22 0.14 0.503
H 0.7689 2.7548 8.5913 -0.18 -0.21 -0.30 0.403
H 0.6601 -3.8284 0.6627 0.15 -0.10 0.26 0.170
H 1.7682 -4.6736 1.8106 -0.29 0.12 -0.08 0.466
H -3.3736 1.0855 3.5920 -0.06 0.24 -0.18 0.338
H -1.6703 4.1751 3.8053 0.22 -0.25 0.12 0.490
H -2.5449 -1.9365 2.2789 0.27 0.10 -0.49 0.090
H -2.3510 2.9105 0.1995 0.19 0.13 0.24 0.270
H -0.6217 -1.7880 -1.4376 -0.26 0.49 -0.06 -0.276
H -1.1929 2.7013 4.7456 0.01 0.16 -0.27 0.229
H 3.2075 -1.6078 3.9423 -0.07 -0.28 -0.05 0.300
H -2.2620 5.0679 -4.7284 0.19 -0.19 0.08 0.390
H 0.1092 -4.3644 -4.6802 0.00 0.16 0.07 0.444
H -0.4261 4.8930 -6.3884 0.01 -0.16 0.27 0.408
H -1.7784 -4.3056 -1.4028 -0.21 0.06 0.00 0.399
H -2.0212 4.3175 1.2819 0.10 -0.32 -0.15 0.526
H -2.2123 0.0073 7.0630 0.21 0.11 0.18 0.428
H 0.1900 -4.0049 2.3766 0.27 -0.08 -0.14 0.335
H 2.7020 2.5141 -1.9898 0.17 0.20 -0.28 0.376
H -2.3375 -3.1461 -2.6298 -0.11 0.00 0.11 0.218
H 2.8457 -2.4328 -0.1271 0.15 0.09 0.28 0.228
H -4.2874 -3.1466 1.7144 -0.05 -0.09 -0.29 0.443
H 1.3721 3.1758 -6.0616 -0.43 -0.03 0.15 0.444
H -0.0040 3.4825 3.6726 -0.33 0.01 0.08 0.330
H 2.4446 -1.3310 -2.7181 -0.08 -0.03 -0.24 0.561
H -1.3102 -2.6218 -5.7512 0.25 0.06 0.22 0.469

What are the relative energy (zero: lowest compared OMol25 entry of this formula, charge and spin) values for these records? In order: 2.041 0.000 eV.